81
Properties=species:S:1:pos:R:3:mulliken_charge:R:1 method="wB97M-V/def2-TZVPD" homo_energy_ev=-5.27 e_lumo_ev=2.48 de_lowest_kj_mol=12.7 homo_lumo_gap_ev=7.8 charge=-1
C -2.97 3.05 -3.68 -1.587
C -2.39 3.25 -2.30 0.531
H -3.43 3.98 -4.03 0.475
H -3.70 2.23 -3.77 0.135
H -2.17 2.89 -4.42 0.317
C -2.52 4.51 -1.83 0.267
C -3.10 5.71 -2.59 -1.673
H -2.18 4.79 -0.82 0.227
H -4.16 5.57 -2.88 0.416
H -2.53 6.11 -3.47 0.311
H -3.11 6.56 -1.89 0.368
Cd 1.84 -2.23 -0.33 1.645
Cl 3.95 -1.86 -1.46 -0.710
Cl 0.40 -4.25 -0.10 -0.763
H 3.30 -6.00 2.89 0.279
H 4.48 -7.21 -0.26 0.335
C 2.81 -6.24 1.94 -0.940
C 3.64 -6.50 -0.37 -0.992
N 3.52 -5.69 0.82 0.227
H 1.78 -5.85 2.01 0.251
C 3.85 -4.40 0.79 -0.124
O 3.66 -3.64 1.80 -0.705
H 3.82 -5.86 -1.25 0.344
H 4.27 -4.02 -0.15 0.469
H 2.75 -7.31 1.79 0.446
H 2.72 -7.08 -0.51 0.345
H -4.01 -0.22 0.21 0.237
H -4.12 2.49 0.52 0.304
C -4.08 -0.29 1.31 -1.050
C -4.36 2.15 1.54 -0.980
N -3.61 0.95 1.90 0.330
H -3.43 -1.09 1.70 0.291
C -2.58 0.94 2.78 0.283
O -1.92 -0.08 3.11 -0.621
H -4.08 2.95 2.24 0.327
H -2.34 1.95 3.17 0.235
H -5.13 -0.50 1.60 0.298
H -5.45 2.00 1.61 0.321
O -2.01 0.78 -1.52 -0.559
C -1.48 2.08 -1.71 -0.251
C -1.03 3.02 0.66 0.717
C -0.59 2.63 -0.60 0.182
H -2.09 2.85 0.93 0.544
C -0.18 3.68 1.57 -1.124
H -0.85 1.87 -2.58 0.351
C 0.79 2.76 -0.88 -0.582
H -0.55 3.98 2.57 0.289
C 1.18 3.88 1.22 -0.389
C 1.66 3.44 -0.02 -0.843
H 1.16 2.37 -1.82 0.356
H 1.86 4.34 1.95 0.354
H 2.73 3.56 -0.28 0.382
Si -1.66 -1.07 -2.26 1.111
Cl 0.66 -0.60 -1.73 -0.541
C -2.66 -2.11 -1.04 0.047
C -0.98 -2.60 -3.44 -1.287
C -2.71 -0.41 -3.69 -1.181
H -2.86 -1.51 -0.16 -0.731
H -2.12 -3.02 -0.75 0.347
H -3.62 -2.45 -1.49 0.366
H -3.69 -0.03 -3.32 0.205
H -2.88 -1.25 -4.41 0.397
H -2.18 0.41 -4.22 0.230
H -0.08 -3.11 -3.03 0.197
H -0.72 -2.10 -4.40 0.344
H -1.76 -3.38 -3.63 0.331
S 0.83 -0.72 1.64 -0.497
C 2.33 -0.13 2.17 0.307
N 3.40 -0.11 1.32 0.171
C 4.76 0.20 1.73 -0.659
C 4.99 -0.26 3.16 -0.424
C 3.90 0.29 4.06 -0.712
N 2.59 0.31 3.43 -0.151
H 3.32 -0.52 0.39 -0.247
H 4.94 1.29 1.67 0.251
H 5.38 -0.35 0.98 0.338
H 5.99 0.07 3.49 0.365
H 4.95 -1.35 3.15 0.197
H 4.18 1.31 4.33 0.373
H 3.86 -0.32 4.98 0.322
H 1.79 0.55 3.97 0.233